No. 1
# C39H43AlN5OPS

A structure of composition C39H43AlN5OPS (the ωB97M-V functional and the def2-TZVPD basis, the OMol25 dataset).

Last column: Mulliken charge in e.
Atoms and positions in Å:
Al  0.990  -0.084  0.154  -1.53
C  1.882  -0.404  -2.924  -1.86
N  1.989  -0.771  -1.501  1.11
C  2.915  -1.620  -1.162  0.01
C  3.131  -1.833  0.215  -0.13
C  3.968  -2.655  0.956  -1.10
C  3.708  -2.364  2.301  -1.14
C  2.733  -1.380  2.318  -0.26
N  2.367  -1.040  1.056  1.33
C  0.559  -0.703  -3.582  0.62
C  0.067  -2.004  -3.624  -0.06
C  -1.087  -2.293  -4.337  -0.65
C  -1.761  -1.283  -5.012  -0.65
C  -1.273  0.015  -4.980  -0.86
C  -0.117  0.301  -4.267  -0.10
H  2.680  -0.917  -3.467  0.72
H  2.078  0.666  -3.016  0.25
H  3.518  -2.125  -1.913  0.64
H  4.673  -3.372  0.565  0.58
H  4.177  -2.806  3.164  0.53
H  2.298  -0.908  3.185  0.51
H  0.599  -2.803  -3.121  0.50
H  -1.450  -3.311  -4.381  0.52
H  -2.655  -1.512  -5.578  0.44
H  -1.781  0.800  -5.524  0.50
H  0.273  1.312  -4.256  0.42
C  -1.372  3.032  2.970  -1.43
C  -0.125  3.229  2.111  1.47
C  0.509  4.597  2.352  -1.63
C  0.931  2.130  2.308  -0.39
C  1.263  1.875  3.772  -0.79
O  0.359  0.790  4.107  -0.46
C  0.032  0.190  2.971  0.07
N  0.426  0.787  1.890  0.98
C  -0.741  -1.051  3.115  0.02
C  -0.960  -1.505  4.416  -0.63
C  -1.724  -2.635  4.655  -0.85
C  -2.278  -3.325  3.592  -0.84
C  -2.056  -2.890  2.292  -0.82
C  -1.294  -1.758  2.031  0.08
P  -1.055  -1.309  0.277  2.50
C  -2.440  -0.271  -0.208  -0.08
C  -2.499  0.132  -1.543  0.48
C  -3.517  0.973  -1.960  -0.99
C  -4.466  1.421  -1.048  -0.80
C  -4.402  1.025  0.281  -0.79
C  -3.389  0.176  0.707  -0.89
C  -1.156  -2.883  -0.588  0.18
C  -0.053  -3.734  -0.497  -0.59
C  -0.108  -4.994  -1.068  -0.71
C  -1.262  -5.406  -1.725  -0.62
C  -2.360  -4.563  -1.808  -0.87
C  -2.312  -3.298  -1.239  0.01
H  -2.090  3.824  2.760  0.53
H  -1.153  3.076  4.039  0.29
H  -1.869  2.083  2.755  0.13
H  -0.439  3.169  1.068  -0.17
H  0.793  4.736  3.397  0.38
H  -0.197  5.391  2.108  0.45
H  1.404  4.742  1.742  0.35
H  1.828  2.369  1.733  0.53
H  1.042  2.707  4.433  0.44
H  2.282  1.527  3.944  0.24
H  -0.534  -0.963  5.247  0.60
H  -1.883  -2.970  5.671  0.49
H  -2.881  -4.206  3.766  0.48
H  -2.479  -3.451  1.470  0.60
H  -1.763  -0.218  -2.259  0.09
H  -3.571  1.274  -2.998  0.56
H  -5.263  2.075  -1.376  0.44
H  -5.147  1.368  0.986  0.48
H  -3.354  -0.144  1.741  0.52
H  0.840  -3.421  0.035  0.44
H  0.743  -5.659  -0.995  0.49
H  -1.304  -6.393  -2.168  0.43
H  -3.260  -4.890  -2.313  0.50
H  -3.171  -2.641  -1.306  0.47
C  0.608  4.824  -1.620  -0.83
N  1.837  4.080  -1.354  -0.10
C  1.891  2.783  -1.089  0.59
S  0.424  1.879  -1.053  -0.36
N  3.085  2.225  -0.853  0.08
C  4.350  2.951  -0.895  -1.32
H  0.875  5.867  -1.765  0.38
H  -0.077  4.745  -0.778  0.25
H  0.116  4.452  -2.518  0.32
H  2.706  4.581  -1.452  0.29
H  3.126  1.217  -0.854  -0.12
H  4.349  3.766  -0.170  0.44
H  4.556  3.345  -1.892  0.42
H  5.147  2.264  -0.626  0.33

Its spin multiplicity is 1. The total energy comes out at -77352.9400 eV. Its net charge is +2. Its lowest unoccupied orbital energy is -5.38 eV. The HOMO energy is -13.46 eV. Its relative energy (zero: lowest compared OMol25 entry of this formula, charge and spin) is 0.00 kcal/mol. As for the gap between HOMO and LUMO: 8.08 eV.

No. 2
# C6H12O

A cluster of 2 separate species, C6H12O in total (the ωB97M-V functional and the def2-TZVPD basis, the OMol25 dataset).

Last column: Mulliken charge in e.
Atoms and positions in Å:
C  2.175  1.766  -0.427  -0.88
C  0.077  -0.160  -1.659  -1.22
C  -1.075  0.165  -0.881  0.21
C  -1.806  -1.135  -0.412  -0.72
C  -1.120  -0.320  0.588  0.22
C  0.122  -0.819  1.290  -0.63
O  -0.228  -1.555  2.448  -0.54
H  1.336  2.422  -0.201  0.25
H  2.816  2.227  -1.176  0.32
H  2.748  1.575  0.480  0.28
H  1.806  0.806  -0.815  0.10
H  0.133  0.563  -2.497  0.28
H  -1.748  1.001  -1.088  0.46
H  -2.886  -1.088  -0.508  0.30
H  -1.340  -2.058  -0.742  0.30
H  -1.749  0.317  1.206  0.34
H  0.738  -1.402  0.596  0.38
H  0.722  0.025  1.642  0.19
H  -0.722  -2.332  2.156  0.34

Its spin multiplicity is 1. The total energy comes out at -8459.4298 eV. Its lowest unoccupied orbital energy is 0.05 eV. The HOMO energy is -8.45 eV. Its relative energy (zero: lowest compared OMol25 entry of this formula, charge and spin) is 113.55 kcal/mol. As for the gap between HOMO and LUMO: 8.50 eV.

No. 3
# C7H14N3

The ion C7H14N3 with charge +1 (the ωB97M-V functional and the def2-TZVPD basis, the OMol25 dataset).

Last column: Mulliken charge in e.
Atoms and positions in Å:
C  -1.922  -1.059  0.787  -1.33
C  -0.804  -0.635  -0.172  0.15
N  0.414  -1.238  0.482  -0.30
C  1.713  -0.846  -0.377  -0.16
N  1.187  -0.425  -1.612  -0.48
C  2.147  0.222  0.618  -0.79
C  1.448  1.339  0.783  -0.10
C  0.155  1.688  0.242  -0.57
C  -0.813  0.869  -0.193  -0.24
N  -2.008  1.301  -0.795  -0.48
H  -1.570  -1.010  1.891  0.33
H  -2.513  -2.006  0.616  0.34
H  -2.630  -0.300  0.623  0.44
H  -1.042  -0.964  -1.121  0.51
H  0.387  -0.837  1.442  0.52
H  0.451  -2.225  0.749  0.39
H  2.271  -1.668  -0.414  0.72
H  1.732  -0.751  -2.373  0.26
H  0.817  0.515  -1.724  0.20
H  2.997  0.020  1.297  0.35
H  1.913  2.120  1.447  0.32
H  -0.076  2.691  0.304  0.48
H  -2.246  2.257  -0.779  0.24
H  -2.011  0.942  -1.722  0.21

Its spin multiplicity is 1. The total energy comes out at -11947.6633 eV. Its net charge is +1. Its lowest unoccupied orbital energy is -3.23 eV. The HOMO energy is -12.28 eV. Its relative energy (zero: lowest compared OMol25 entry of this formula, charge and spin) is 75.09 kcal/mol. As for the gap between HOMO and LUMO: 9.04 eV.

No. 4
# C4H6O

A cluster of 2 separate species, C4H6O in total (the ωB97M-V functional and the def2-TZVPD basis, the OMol25 dataset).

Last column: Mulliken charge in e.
Atoms and positions in Å:
C  0.112  1.118  -0.385  -0.74
C  -1.835  -0.987  0.641  -0.23
C  0.747  1.615  -1.361  0.36
C  -1.032  -2.144  0.972  -0.66
O  1.827  2.459  -1.207  -0.45
H  0.334  1.202  0.659  0.26
H  0.329  1.744  -2.343  0.30
H  -1.755  -2.952  1.030  0.31
H  -0.516  -2.156  1.996  0.25
H  -0.262  -2.484  0.336  0.34
H  2.051  2.586  -0.339  0.27

Its spin multiplicity is 1. The total energy comes out at -6283.4306 eV. Its lowest unoccupied orbital energy (alpha / beta) is 0.16 / -1.14 eV. The HOMO energy (alpha / beta) is -9.52 / -7.95 eV. Its relative energy (zero: lowest compared OMol25 entry of this formula, charge and spin) is 195.72 kcal/mol. As for the gap between HOMO and LUMO (alpha / beta): 9.68 / 6.80 eV.

No. 5
# C29H40MgN5O4

A structure of composition C29H40MgN5O4 (the ωB97M-V functional and the def2-TZVPD basis, the OMol25 dataset).

Last column: Mulliken charge in e.
Atoms and positions in Å:
Mg  -0.527  -0.945  -0.649  2.96
C  -3.480  0.257  2.416  -1.85
C  -3.100  0.005  0.985  0.43
O  -1.979  -0.393  0.655  -0.17
N  -4.040  0.251  0.060  0.04
C  -3.789  -0.106  -1.335  -0.85
C  -3.710  -1.611  -1.481  0.74
C  -4.877  -2.357  -1.576  -0.95
C  -4.792  -3.740  -1.600  -0.36
C  -3.538  -4.325  -1.564  -0.95
C  -2.422  -3.507  -1.497  -0.39
N  -2.499  -2.175  -1.428  0.09
H  -2.603  0.162  3.049  0.30
H  -4.229  -0.469  2.735  0.47
H  -3.898  1.257  2.526  0.44
H  -4.978  0.471  0.349  0.29
H  -2.838  0.339  -1.631  -0.37
H  -4.585  0.308  -1.949  0.70
H  -5.835  -1.857  -1.644  0.47
H  -5.689  -4.341  -1.659  0.44
H  -3.420  -5.399  -1.594  0.43
H  -1.425  -3.926  -1.498  0.52
N  -0.655  -0.604  -3.102  -0.61
C  0.592  -0.333  -3.857  -0.63
C  1.688  -1.341  -3.502  -0.89
C  1.892  -1.390  -1.982  0.19
O  2.886  -0.912  -1.459  -0.63
O  0.887  -1.930  -1.361  -0.66
H  -0.922  -1.567  -3.281  0.24
H  -1.398  -0.026  -3.482  0.30
H  0.926  0.678  -3.626  0.20
H  0.409  -0.381  -4.934  0.51
H  2.620  -1.060  -3.988  0.42
H  1.391  -2.335  -3.842  0.36
C  1.174  -4.220  2.891  -1.73
C  1.707  -2.865  2.522  0.44
C  2.919  -2.482  2.932  -0.99
C  3.438  -1.150  2.707  0.62
C  4.768  -0.785  3.298  -1.73
C  2.741  -0.242  1.993  -1.35
C  1.461  -0.516  1.395  0.43
C  0.826  -1.866  1.806  0.40
N  0.738  0.245  0.652  0.03
C  0.933  1.683  0.351  2.27
C  2.180  2.397  0.897  -2.91
C  2.166  3.883  0.508  0.27
C  2.174  4.013  -1.016  -1.55
C  0.919  3.341  -1.575  -0.05
C  -0.330  4.017  -1.005  -1.33
C  -0.319  3.887  0.520  0.37
C  0.927  4.576  1.075  -1.48
C  -0.308  2.409  0.916  -0.75
C  0.928  1.866  -1.176  -1.44
H  1.771  -4.644  3.698  0.48
H  1.208  -4.906  2.047  0.30
H  0.135  -4.162  3.219  0.33
H  3.540  -3.185  3.474  0.38
H  5.220  -1.630  3.813  0.40
H  4.653  0.026  4.019  0.35
H  5.453  -0.441  2.522  0.37
H  3.208  0.710  1.820  0.65
H  0.068  -1.550  2.547  0.25
H  3.076  1.948  0.463  0.64
H  2.218  2.324  1.987  0.73
H  3.063  4.350  0.921  0.34
H  3.068  3.534  -1.427  0.55
H  2.198  5.067  -1.306  0.59
H  0.917  3.416  -2.666  0.32
H  -1.231  3.550  -1.420  0.43
H  -0.345  5.074  -1.285  0.58
H  -1.216  4.358  0.933  0.34
H  0.933  4.534  2.168  0.54
H  0.928  5.630  0.786  0.60
H  -1.206  1.925  0.531  -0.47
H  -0.315  2.315  2.008  0.52
H  1.807  1.366  -1.579  0.69
H  0.027  1.376  -1.565  0.01
O  -0.223  -3.525  0.618  -0.51
N  -0.055  -2.350  0.728  0.85

Its spin multiplicity is 1. The total energy comes out at -51805.3097 eV. Its net charge is +1. Its lowest unoccupied orbital energy is -2.84 eV. The HOMO energy is -10.63 eV. Its relative energy (zero: lowest compared OMol25 entry of this formula, charge and spin) is 46.30 kcal/mol. As for the gap between HOMO and LUMO: 7.79 eV.

No. 6
# C19H17N5O3

An isolated molecule of C19H17N5O3 (the ωB97M-V functional and the def2-TZVPD basis, the OMol25 dataset).

Last column: Mulliken charge in e.
Atoms and positions in Å:
C  1.203  -4.969  -0.191  -0.85
O  1.209  -3.684  -0.843  -0.43
C  0.423  -2.677  -0.358  0.52
C  -0.409  -2.797  0.771  -0.52
C  -1.240  -1.636  1.235  -0.93
C  -1.192  -0.448  0.493  0.66
C  -1.958  0.689  0.973  0.08
O  -3.158  0.616  1.126  -0.57
C  -1.145  1.940  1.388  -0.70
C  -0.960  1.955  2.881  0.63
C  -1.610  2.865  3.686  -0.44
C  -1.515  2.851  5.073  -0.33
N  -0.730  1.983  5.704  -0.63
C  -0.052  1.076  4.958  -0.06
C  0.660  0.013  5.621  0.12
N  1.259  -0.877  6.071  -0.46
C  -0.165  1.034  3.572  -0.07
N  -0.337  -0.329  -0.620  0.92
N  -0.244  0.688  -1.490  -1.23
C  0.528  0.202  -2.441  -0.23
C  0.968  0.984  -3.651  1.13
C  2.207  0.442  -4.391  -0.73
O  1.897  -0.792  -5.031  -0.58
C  -0.184  1.445  -4.547  -0.73
C  0.631  2.465  -3.736  -0.78
N  0.921  -1.107  -2.203  -0.50
C  0.377  -1.434  -1.087  0.64
H  1.781  -5.687  -0.768  0.24
H  1.631  -4.868  0.826  0.34
H  0.185  -5.368  -0.171  0.35
H  -0.511  -3.720  1.293  0.47
H  -1.940  -1.740  2.086  0.43
H  -0.194  1.943  0.859  0.42
H  -1.720  2.821  1.069  0.47
H  -2.268  3.611  3.225  0.33
H  -2.037  3.627  5.638  0.36
H  0.402  0.261  3.101  0.51
H  2.510  1.118  -5.182  0.38
H  3.010  0.286  -3.678  0.35
H  1.655  -1.463  -4.325  0.36
H  -1.215  1.213  -4.162  0.23
H  -0.089  1.385  -5.617  0.28
H  0.146  2.908  -2.876  0.26
H  1.269  3.173  -4.281  0.25

Its spin multiplicity is 1. The total energy comes out at -33569.2621 eV. Its lowest unoccupied orbital energy is -0.35 eV. The HOMO energy is -8.93 eV. Its relative energy (zero: lowest compared OMol25 entry of this formula, charge and spin) is 8.11 kcal/mol. As for the gap between HOMO and LUMO: 8.58 eV.